44
Properties=species:S:1:pos:R:3 method="wB97M-V/def2-TZVPD" multiplicity=1 total_charge=0 molar_mass_g_mol=390.49 largest_force_ev_per_a=1.37 relative_energy_ev=0.871 homo_energy_ha=-0.291 orbital_gap_ha=0.241
S 2.11937 -1.23590 -0.39820
S 4.36524 2.99617 -0.65517
O -0.97037 1.22626 2.24053
O 2.09605 -2.66522 -0.47521
O 1.40859 -0.48602 -1.39580
N 3.43352 1.69201 -0.55928
N 5.79544 2.27946 -0.58715
N -0.90888 0.37449 0.11184
N 1.48929 -0.80043 1.06342
C 3.84243 -0.73306 -0.39287
C -4.60838 0.69522 0.09008
C 4.81930 -1.68480 -0.29960
C 1.15120 0.58807 1.28612
C -0.37805 0.77418 1.28316
C -2.25055 0.33024 -0.28253
C -3.29434 0.75857 0.52875
C -5.71247 1.16511 0.98757
C 6.59576 -0.03992 -0.39804
C 1.81044 -1.61272 2.20687
C -2.53327 -0.16773 -1.55075
C 6.18586 -1.34224 -0.29690
C -3.84179 -0.22990 -1.98638
C -4.89241 0.19564 -1.18397
C 5.61474 0.96074 -0.49234
C -6.30426 0.11863 -1.68021
C 4.21374 0.61411 -0.47918
H 1.57964 1.18731 0.47788
H -6.90700 -0.51427 -1.02929
H 4.51316 -2.71770 -0.24588
H -4.05289 -0.61816 -2.97272
H -0.24727 0.03645 -0.58530
H -5.31189 1.51718 1.93410
H 1.55052 0.93165 2.24453
H -6.26702 1.97839 0.52020
H -3.07287 1.14408 1.51033
H -6.41607 0.35712 1.18604
H -1.72406 -0.50248 -2.18332
H 7.63759 0.23637 -0.40976
H 6.91731 -2.13205 -0.22408
H -6.33639 -0.29120 -2.68651
H 2.71067 -1.25941 2.72446
H 1.97023 -2.62558 1.84541
H -6.76178 1.10760 -1.69429
H 0.97187 -1.60626 2.90346

=====

108
Properties=species:S:1:pos:R:3 method="wB97M-V/def2-TZVPD" multiplicity=1 total_charge=-2 molar_mass_g_mol=997.97 largest_force_ev_per_a=3.23 relative_energy_ev=2.172 homo_energy_ha=-0.019 orbital_gap_ha=0.147
Cs -0.48286 -0.34046 -0.19037
S 0.05620 -3.06672 1.44898
S 1.53430 -2.80002 -1.79081
S 0.13488 -5.37308 -2.27396
S -1.09640 -5.57957 0.32715
P -2.64334 1.07707 -2.74611
P 2.95934 -1.59286 0.74718
P 2.75561 0.91140 -1.21879
O -1.25490 0.98515 -2.23246
O -0.00417 2.54378 1.86732
O -2.88515 0.20627 0.39888
O -1.45494 -7.37760 -1.58518
N -3.87612 2.54415 1.94713
N -3.35349 -0.42133 -2.94023
N -2.63159 2.43519 1.96484
N -2.56588 1.80124 -4.27742
N -3.60704 2.02892 -1.81372
C -1.99016 3.44813 2.72874
C -8.29463 0.77135 1.21525
C -4.78722 -0.68320 -2.74048
C -0.58268 3.45145 2.68587
C -1.83745 0.37439 -6.02164
C -0.94850 -6.31254 -1.26022
C 3.65418 -0.83656 2.32786
C 1.38144 2.29015 2.03628
C -2.57118 -1.57176 -2.38548
C 4.44165 0.28214 -0.77718
C -2.89295 3.17197 -1.17124
C -3.28729 0.76750 -6.34881
C -8.01547 3.08035 1.78044
C -6.04483 1.68994 1.45702
C 4.42430 -1.19670 -0.35034
C 0.51866 -4.06074 -1.13759
C -2.62353 4.37659 3.54441
C -4.05319 0.32459 0.80866
C 3.43962 -3.32505 1.15527
C -5.01396 2.39963 -2.02093
C -3.94275 4.29140 -1.09323
C -0.05333 -4.15266 0.09281
C -4.97869 -0.81088 0.71141
C -1.37782 1.50284 -5.09627
C -8.85948 1.99155 1.50453
C -3.71068 1.71304 -5.19048
C 3.23519 2.66868 -1.58960
C -6.64817 2.93423 1.76342
C -3.55886 -2.74396 -2.30765
C -1.89934 5.29695 4.29618
C 2.62310 0.33365 -2.96266
C 0.14426 4.36432 3.44234
C -0.51489 5.28936 4.24623
C -4.89204 -2.20231 -2.85518
C -4.60846 1.52496 1.39014
C -6.90075 0.60064 1.18124
C -4.97464 3.91572 -2.16171
C -6.30407 -0.67706 0.87506
H 4.03504 2.72872 -2.33644
H 3.56980 3.16301 -0.67336
H 1.71622 0.75715 -3.40233
H -8.92624 -0.08706 1.00468
H -6.95652 -1.53980 0.77219
H -5.75560 -2.58088 -2.30576
H 1.22438 4.36384 3.40484
H -1.82063 -0.56088 -5.45980
H -0.53403 1.23770 -4.46495
H -5.13964 -0.33593 -1.76579
H -4.60450 4.18594 -3.15535
H 2.36080 3.20813 -1.96223
H 5.36070 -1.46987 0.14804
H -9.93582 2.11233 1.51826
H -4.59744 1.34742 -4.68143
H -2.41796 6.00706 4.92877
H -3.49570 5.27139 -1.26083
H -2.52625 2.86927 -0.19220
H 1.99210 3.11653 1.66195
H -2.03232 3.47110 -1.77435
H -4.53009 -1.76853 0.46968
H 3.77020 0.24742 2.21741
H -5.46502 1.88808 -2.86512
H 0.06307 5.99414 4.83279
H -3.93885 -0.10423 -6.41825
H -5.01128 -2.48000 -3.90427
H -5.38500 -0.19325 -3.51138
H 4.30999 -1.84284 -1.22489
H 5.12233 0.46275 -1.61658
H -3.20398 -3.59859 -2.87948
H -4.41223 4.29371 -0.10481
H -5.59554 2.13487 -1.12932
H 4.61954 -1.26543 2.62612
H -3.95153 2.70446 -5.58258
H 3.49565 0.64940 -3.54465
H -3.70427 4.34585 3.59001
H -1.72582 -1.77992 -3.04051
H 1.62764 2.10743 3.08435
H 4.78791 0.90304 0.05603
H -3.34245 1.29829 -7.30140
H -5.95170 4.37681 -2.00574
H 2.89236 -3.63817 2.04441
H 2.92835 -1.01447 3.12658
H -3.65959 -3.07348 -1.27456
H -1.11132 2.39328 -5.67758
H -1.21343 0.25633 -6.90838
H 3.14798 -3.97969 0.33256
H -6.00050 3.77462 1.97747
H -8.44664 4.05001 2.00253
H 1.59874 1.39840 1.45601
H 2.52250 -0.75224 -2.99900
H 4.52086 -3.39405 1.32689
H -2.18160 -1.34382 -1.39808

=====

8
Properties=species:S:1:pos:R:3 method="wB97M-V/def2-TZVPD" multiplicity=3 total_charge=0 molar_mass_g_mol=110.18 largest_force_ev_per_a=4.08 relative_energy_ev=0.164 homo_energy_ha="-0.302 / -0.304" orbital_gap_ha="0.307 / 0.191"
S -0.01708 2.19549 1.46468
S 0.61870 1.01834 -0.86922
F -0.44234 3.66379 1.01323
C -0.02525 -1.55347 0.08325
C 0.10550 -0.62021 -0.91497
H -0.32072 -2.57098 -0.01885
H 0.15936 -1.27822 1.11809
H -0.07817 -0.85474 -1.87622

=====

51
Properties=species:S:1:pos:R:3 method="wB97M-V/def2-TZVPD" multiplicity=1 total_charge=0 molar_mass_g_mol=339.43 largest_force_ev_per_a=3.61 relative_energy_ev=4.904 homo_energy_ha=-0.338 orbital_gap_ha=0.337
S -0.08786 2.98441 1.72979
S 0.62567 4.18597 0.27477
O -1.89754 -0.05053 3.58994
O 2.64165 0.26789 -3.01224
O 2.69984 -1.60466 0.61184
O 1.24909 -2.76664 2.38904
O -3.73300 -2.06542 -0.51488
O 2.85137 -2.10191 -2.02925
O -3.61404 0.41779 1.17481
O -1.80963 -3.17072 -1.93686
O 0.83676 -4.05571 -2.96055
O 3.88113 1.09351 0.81914
O -3.07229 -2.09610 2.70631
O 0.28931 1.46305 -3.41707
N -1.28929 1.65480 -0.83290
C -0.14325 -0.50635 -0.72800
C 0.25706 1.29047 1.12400
C -0.15922 0.96329 -0.31466
H -2.48746 -2.14431 1.94979
H 1.12192 -2.18190 1.64221
H 2.52224 0.50073 -3.98147
H 4.17490 0.20498 1.02763
H 3.17398 1.03181 0.17198
H 1.65374 -3.60575 -2.73820
H -0.02166 1.17550 -2.54627
H -2.66461 0.52262 3.58306
H -2.55140 -2.00243 3.49576
H 0.04561 -3.63037 -2.61742
H -4.50246 -1.81227 -1.03728
H -0.91884 -0.86100 -1.37622
H -1.63276 2.42573 -0.28798
H 1.68413 0.48737 -2.89202
H -0.24948 0.64517 1.86696
H -2.82805 0.94912 1.26884
H 1.68584 -3.55267 2.05655
H 3.33955 -2.34605 0.58667
H -2.32955 -2.60604 -1.31528
H -1.77718 -0.53727 4.40663
H -0.34079 2.12524 -3.70664
H 0.73258 -1.00975 -1.17611
H 3.78410 -2.23705 -2.24448
H -3.70700 -1.64523 0.38693
H 2.52561 -1.46309 -0.34307
H -4.14872 -0.01823 1.83125
H -2.07759 1.03158 -0.93078
H -1.96749 -4.10070 -1.74573
H 0.73096 1.43372 -0.79343
H -0.22286 -1.11783 0.18403
H 2.77907 -1.14528 -2.27859
H 1.95884 4.01792 0.43379
H 1.29040 1.25051 1.44095

=====

11
Properties=species:S:1:pos:R:3 method="wB97M-V/def2-TZVPD" multiplicity=1 total_charge=0 molar_mass_g_mol=123.06 largest_force_ev_per_a=1.06 smiles="O=C1N(O)CC1(F)F" relative_energy_ev=2.097 homo_energy_ha=-0.380 orbital_gap_ha=0.396
F -1.98412 0.38496 1.10903
F -2.01308 0.16517 -1.05969
O 0.22143 2.33005 -0.01538
O 2.12265 -0.05570 0.19924
N 0.81991 0.03403 -0.20483
C -0.19705 -0.95749 0.12880
C -1.21666 0.20065 0.01839
C 0.01039 1.15103 -0.06598
H -0.31546 -1.76875 -0.61937
H -0.08497 -1.35784 1.12764
H 2.63694 -0.12613 -0.61784

=====

42
Properties=species:S:1:pos:R:3 method="wB97M-V/def2-TZVPD" multiplicity=1 total_charge=+1 molar_mass_g_mol=507.25 largest_force_ev_per_a=4.33 relative_energy_ev=1.015 homo_energy_ha=-0.446 orbital_gap_ha=0.248
Mo -0.26295 0.68194 -0.18118
F 5.76050 -1.42205 0.04636
F 3.18383 -1.13789 0.86200
F 6.54262 -0.36407 -2.32843
F 4.75243 0.94762 -3.88649
F 2.18705 1.23267 -3.04548
O -1.82577 1.45488 0.13278
O 1.39048 0.23492 -0.62564
N -4.63606 4.13763 -2.42485
N -2.83054 2.22365 -0.21908
N -0.52336 1.82277 -1.88344
N -0.11806 0.03736 1.92864
C 2.65173 0.06596 -1.07061
C -2.73966 2.71944 -1.44200
C -1.60019 -3.21562 1.04656
C 1.04264 0.64850 2.60765
C 0.00105 -1.44820 1.94085
C -1.07629 -1.26092 -0.26880
C -1.85518 -1.75444 -1.30720
C -2.39719 -3.68909 0.01148
C -1.34010 0.40272 2.68807
C 3.58557 -0.62693 -0.30436
C -2.51193 -2.97090 -1.17029
C 4.37697 0.43713 -2.72628
C -1.52354 2.38492 -2.06724
C 5.29373 -0.23522 -1.92960
C -0.93032 -2.01048 0.90373
C 4.89465 -0.77438 -0.71466
C -3.80011 3.50148 -1.96435
C 3.07173 0.58343 -2.29617
H -1.49676 1.47823 2.66247
H 1.96693 0.35744 2.11498
H -1.23154 0.09463 3.72989
H -0.19986 -1.84058 2.94142
H -1.94652 -1.19655 -2.23249
H 0.95045 1.73423 2.58714
H -3.11264 -3.35375 -1.98455
H -1.50101 -3.78741 1.96171
H 1.09505 0.32594 3.65087
H -2.20476 -0.09628 2.25722
H -2.92902 -4.62317 0.13286
H 1.02763 -1.70959 1.67879